(1)
{"formula": "C21H35INO18S4", "method": "the ωB97M-V functional and the def2-TZVPD basis", "charge": 1, "de_lowest_kj_mol": 164.4, "largest_force_ha_per_bohr": 0.053, "symbols": ["C", "C", "C", "C", "C", "C", "N", "C", "I", "C", "C", "C", "C", "C", "C", "O", "O", "H", "H", "H", "H", "H", "H", "H", "H", "H", "H", "H", "H", "H", "H", "H", "H", "H", "H", "H", "C", "C", "O", "S", "O", "O", "O", "H", "H", "H", "H", "C", "C", "O", "S", "O", "O", "O", "H", "H", "H", "H", "C", "C", "O", "S", "O", "O", "O", "H", "H", "H", "H", "C", "C", "O", "S", "O", "O", "O", "H", "H", "H", "H"], "positions_angstrom": [[0.3532, 5.9947, -0.0753], [-1.0814, 5.2785, -0.0047], [-1.6436, 5.2398, 1.4750], [-3.0110, 4.4180, 1.5705], [-2.8644, 2.9663, 0.9701], [-1.5975, 2.2377, 1.1234], [-1.3872, 0.9587, 0.6204], [-0.0823, 0.2552, 0.7508], [0.4811, -0.8420, -1.0674], [1.1393, 1.1923, 1.0752], [1.4204, 2.3081, -0.0372], [-2.4393, 0.3153, -0.0235], [-3.7454, 0.9484, -0.2366], [-3.9687, 2.3168, 0.2539], [-5.3337, 2.9991, -0.0156], [-5.5582, 3.3150, -1.1659], [-6.2781, 3.2512, 0.9408], [0.2555, 6.8262, -0.8226], [0.6992, 6.3695, 0.9256], [1.0918, 5.2601, -0.4965], [-0.9322, 4.2547, -0.4419], [-1.8169, 5.8280, -0.6607], [-0.8802, 4.7849, 2.1796], [-1.8085, 6.2920, 1.8235], [-3.3446, 4.3209, 2.6437], [-3.7545, 5.0150, 0.9654], [-0.8018, 2.7930, 1.6831], [-0.1853, -0.4919, 1.5891], [1.0632, 1.6898, 2.0881], [2.0654, 0.5504, 1.0961], [2.5101, 2.4839, -0.2150], [0.8478, 2.1279, -0.9891], [1.0162, 3.2876, 0.3653], [-2.3544, -0.7283, -0.4186], [-4.5661, 0.4276, -0.7844], [-6.9571, 3.7842, 0.4676], [-0.2219, -5.7644, -0.5901], [-1.0971, -6.1468, 0.5860], [-0.5875, -5.3868, 1.6887], [-0.0163, -3.9828, 1.1432], [-1.0223, -2.9832, 1.3274], [1.3167, -3.8241, 1.6131], [0.0301, -4.3625, -0.4265], [0.7361, -6.2889, -0.5583], [-0.7068, -5.9570, -1.5458], [-1.0622, -7.2117, 0.8025], [-2.1343, -5.8458, 0.4195], [3.2912, 8.7642, -3.7076], [3.3483, 9.0158, -2.2127], [2.6492, 7.9124, -1.6286], [2.8715, 6.6007, -2.5452], [3.9246, 5.8309, -1.9754], [1.5974, 6.0491, -2.8589], [3.4446, 7.3496, -3.8544], [2.3194, 9.0463, -4.1202], [4.0785, 9.2904, -4.2450], [2.8831, 9.9586, -1.9312], [4.3781, 8.9957, -1.8469], [-1.3951, -9.3133, 5.4516], [-0.3997, -8.4862, 4.6602], [-0.5372, -8.9401, 3.3112], [-2.0711, -9.3814, 3.0540], [-2.7512, -8.2914, 2.4278], [-2.0764, -10.6981, 2.5225], [-2.5358, -9.4424, 4.5982], [-1.0063, -10.3141, 5.6546], [-1.6737, -8.8365, 6.3900], [0.6228, -8.6195, 5.0086], [-0.6571, -7.4239, 4.6879], [3.8964, -2.7503, -2.8541], [2.4613, -3.1504, -3.1437], [2.5252, -3.9088, -4.3497], [3.9342, -4.7049, -4.4005], [3.7137, -6.0335, -3.9421], [4.5693, -4.4136, -5.6366], [4.6814, -3.8835, -3.2246], [4.2040, -1.9041, -3.4740], [4.0529, -2.5050, -1.8043], [1.8052, -2.2882, -3.2665], [2.0658, -3.7990, -2.3564]], "forces_ev_per_angstrom": [[-0.866, -0.296, -0.489], [0.594, 0.422, 0.449], [-0.024, -0.726, -0.336], [0.876, -0.019, -0.419], [-0.059, -1.266, -0.488], [-1.855, 0.749, -0.435], [-2.130, 0.939, -0.590], [1.524, -0.182, 1.181], [-0.434, 0.365, 0.700], [0.690, 0.502, -0.800], [-1.005, 0.776, 0.905], [-2.422, 1.157, -0.365], [1.873, 1.448, 1.186], [1.695, -1.510, 1.316], [-0.725, 0.653, -1.363], [0.586, -0.397, 0.850], [1.602, -0.339, -0.408], [0.420, -0.649, 0.974], [-0.356, -0.285, -0.995], [-0.586, 0.900, 0.566], [-0.474, 0.835, 0.479], [0.708, -0.632, 0.671], [-0.714, 0.564, -0.743], [0.040, -0.971, -0.232], [0.176, 0.202, -1.159], [0.481, -0.932, 0.739], [-0.614, -1.142, -0.832], [-0.039, 0.507, -1.167], [-0.114, -0.729, -0.997], [-1.235, 0.343, 0.240], [-1.007, -0.423, 0.012], [0.865, 0.008, 0.818], [0.531, -0.980, -0.543], [0.569, 1.192, 0.669], [1.027, 0.321, 0.587], [0.332, -0.440, 0.278], [0.305, -0.714, 0.047], [-0.605, -0.105, -0.511], [0.681, 0.676, -0.229], [-0.227, -1.089, -0.313], [0.505, 0.139, 0.002], [-0.469, 0.382, 0.090], [-0.328, 0.404, 0.634], [-0.043, 0.008, -0.024], [0.019, 0.273, 0.034], [0.089, 0.156, 0.252], [0.021, -0.098, 0.012], [-0.406, 0.472, -0.086], [0.642, 0.214, -0.057], [-0.317, -0.433, -0.537], [0.354, 0.660, -0.259], [-0.497, -0.134, -0.211], [0.391, -0.116, 0.164], [0.031, -0.284, 0.716], [0.045, 0.028, 0.017], [0.050, -0.266, -0.011], [-0.173, -0.207, 0.096], [-0.030, 0.054, -0.041], [0.454, -0.348, 0.264], [-0.150, 0.541, 0.347], [-0.467, -0.473, -0.073], [0.107, 0.047, 0.565], [0.158, -0.552, 0.040], [-0.054, 0.517, -0.185], [0.169, 0.413, -0.652], [0.012, 0.053, 0.015], [-0.215, 0.000, -0.163], [-0.015, -0.131, -0.257], [0.029, -0.031, 0.061], [-0.034, 0.568, -0.154], [-0.061, -0.270, 0.553], [0.550, 0.147, -0.143], [0.041, 0.089, 0.117], [0.201, 0.318, -0.214], [-0.283, -0.256, 0.270], [-0.546, -0.387, -0.159], [-0.049, 0.006, 0.037], [0.122, -0.225, -0.043], [0.064, -0.122, -0.333], [-0.002, 0.108, 0.064]]}

---

(2)
{"formula": "C29H47BBrN7O9P3S", "method": "the ωB97M-V functional and the def2-TZVPD basis", "charge": 1, "largest_force_ha_per_bohr": 0.147, "symbols": ["C", "C", "C", "C", "N", "C", "C", "C", "C", "C", "C", "C", "C", "C", "C", "S", "C", "N", "N", "C", "O", "N", "C", "N", "B", "C", "O", "N", "O", "C", "O", "C", "C", "C", "C", "C", "C", "C", "P", "P", "O", "O", "O", "P", "O", "Br", "H", "H", "H", "H", "H", "H", "H", "H", "H", "H", "H", "H", "H", "H", "H", "H", "H", "H", "H", "H", "H", "H", "H", "H", "H", "H", "H", "H", "H", "H", "H", "H", "H", "H", "H", "H", "H", "H", "H", "H", "C", "O", "N", "C", "C", "H", "H", "H", "H", "H", "H", "H"], "positions_angstrom": [[-0.3590, -4.4507, -5.5783], [-0.7240, -3.3655, -4.9064], [-0.9731, -1.8924, -4.2479], [0.4546, -1.1981, -3.7368], [1.4248, -2.2476, -3.9883], [2.8150, -2.0036, -4.3500], [3.0045, -2.3802, -5.9452], [0.2028, -1.1635, -2.1043], [1.5500, -1.1145, -1.2141], [1.5660, -2.3878, -0.1854], [2.7895, -2.3628, 0.8641], [2.4375, -3.4778, 2.0164], [1.3035, -2.9759, 3.0625], [1.9403, -2.3487, 4.4471], [1.5857, -3.3333, 5.6912], [2.3497, -2.5854, 7.2220], [1.3266, -1.1202, 7.7525], [1.9793, -0.0159, 8.4729], [0.9763, 0.8905, 8.7492], [-0.2870, 0.3727, 8.1794], [-0.1013, -0.9279, 7.5527], [-0.8793, -0.2028, -1.7010], [-0.9146, 1.0332, -2.5031], [-1.2392, 2.1802, -1.8270], [-1.3008, 3.5635, -2.3992], [-1.4688, 4.8181, -1.3273], [-1.1843, 3.9691, -3.7777], [-0.6286, 1.0373, -3.9091], [-1.5643, 1.2287, -4.8239], [-2.9323, 1.0328, -4.4787], [-3.4887, 0.0134, -3.9592], [-3.9836, 2.2106, -4.9074], [-4.4895, 2.1648, -6.4256], [-5.5488, 3.1840, -7.0241], [-6.1233, 4.2804, -6.0477], [-5.6058, 4.3342, -4.5579], [-4.5416, 3.3124, -3.9397], [0.6160, 0.2769, -4.3339], [1.9905, 1.3503, -3.4578], [3.6264, 1.9061, -4.7607], [4.7874, 2.3386, -3.7951], [3.3395, 3.3406, -5.7090], [4.2981, 0.6762, -5.7309], [1.0495, 0.4397, -6.1732], [0.6939, 2.1142, -6.5573], [-0.2784, -0.7174, -7.5725], [-0.0124, -5.1351, -6.4506], [-1.5071, -1.2959, -5.0619], [-1.7294, -2.0344, -3.3956], [1.4218, -2.9764, -3.2373], [3.3302, -1.0268, -4.0518], [3.4582, -2.8334, -3.8259], [3.8482, -1.7827, -6.4468], [2.0008, -2.2772, -6.5246], [3.2802, -3.5122, -6.0343], [-0.2327, -2.2285, -1.8822], [2.5273, -0.9806, -1.7981], [1.4532, -0.1761, -0.5238], [0.5825, -2.2779, 0.4351], [1.4769, -3.3860, -0.7616], [3.0080, -1.3388, 1.3376], [3.7498, -2.7718, 0.3440], [2.0023, -4.4195, 1.4938], [3.3664, -3.7856, 2.6263], [0.6614, -3.8783, 3.3986], [0.5798, -2.1983, 2.6168], [3.0787, -2.2408, 4.3140], [1.4344, -1.3263, 4.6630], [2.0150, -4.3885, 5.4887], [0.4360, -3.4371, 5.8207], [-1.2967, 0.9443, 8.2422], [-0.7145, 0.0747, -0.7166], [-1.4485, 2.0902, -0.8049], [-1.8354, 4.3746, -0.3289], [-0.4296, 5.3258, -1.1624], [-2.2400, 5.5748, -1.7211], [-0.3355, 3.6356, -4.1928], [-4.1110, 1.3523, -7.1655], [-5.9257, 3.1098, -8.1183], [-6.9223, 5.0130, -6.4632], [-6.0826, 5.1611, -3.8895], [-4.2256, 3.3666, -2.8397], [1.4153, 2.6315, -3.0637], [3.9261, 4.0663, -5.3474], [4.0543, 0.7835, -6.6888], [1.3785, 2.3401, -7.2377], [-1.7447, 0.8836, 13.9809], [-1.7018, 2.0880, 14.1534], [-1.2966, 0.2274, 12.8672], [-1.3828, -1.2122, 12.7361], [-0.7169, 0.9968, 11.7838], [-2.1657, 0.2059, 14.7416], [-0.3759, -1.6180, 12.6067], [-1.9906, -1.4533, 11.8597], [-1.8381, -1.6598, 13.6218], [0.1469, 1.5477, 12.1642], [-1.4580, 1.7136, 11.4193], [-0.4032, 0.3478, 10.9651]], "forces_ev_per_angstrom": [[-1.834, 6.527, 2.529], [2.258, -4.408, -3.691], [-0.680, -1.720, -1.171], [-1.975, -1.775, 1.227], [1.289, 0.604, 1.396], [2.182, -1.718, -1.407], [0.037, -0.441, 0.020], [0.855, -2.253, -0.623], [-0.485, 0.516, 1.472], [-0.435, 1.204, 0.224], [0.089, -1.943, 0.011], [-0.840, 0.295, 0.062], [0.256, -0.052, 0.864], [-1.022, -0.530, -0.510], [-0.624, 0.861, -1.255], [-1.461, 0.775, 0.456], [0.743, 2.749, 1.216], [-4.396, -3.669, -2.887], [-4.715, -3.259, -2.907], [4.334, 0.726, 1.492], [3.490, 2.957, 2.150], [2.232, 3.847, -2.082], [-0.550, -1.682, 1.342], [-0.125, -1.066, -1.181], [0.055, 3.264, -0.994], [-0.171, -1.159, 0.137], [1.635, -1.908, 2.317], [2.401, -1.704, 4.776], [-3.434, 1.230, -1.542], [-5.463, -2.138, 1.243], [4.154, 4.348, -1.856], [-1.616, 2.308, -2.171], [-1.391, 2.233, 1.264], [1.207, 0.130, 4.479], [2.764, -2.775, 0.938], [0.662, -1.964, -1.779], [-1.320, -0.347, -4.397], [-1.626, 0.379, 0.460], [0.038, -1.019, 0.663], [6.703, 3.463, 0.072], [-4.191, -1.603, -2.238], [0.203, -2.149, 1.287], [-2.155, 2.437, 0.263], [0.462, 1.534, -1.228], [0.615, -2.424, 0.455], [-0.104, 0.470, 0.754], [-0.969, 1.343, 2.349], [0.804, -0.868, 1.125], [1.213, 0.412, -1.253], [-0.534, 1.100, -1.041], [-1.037, -1.044, -0.488], [-1.185, 1.709, -0.706], [-1.357, -0.869, 0.779], [1.803, 0.045, 1.079], [-0.484, 2.068, 0.250], [0.655, 1.960, -0.559], [-1.636, -0.401, 0.729], [0.413, -1.424, -1.174], [1.585, -0.340, -1.088], [0.409, 1.532, 0.940], [-0.503, -1.471, -0.860], [-1.613, 1.057, 0.792], [0.993, 1.539, 0.739], [-1.377, 0.491, -1.114], [0.951, 1.401, -0.742], [1.159, -1.238, 0.467], [-1.792, -0.021, 0.461], [1.142, -1.657, -0.314], [-0.470, 1.792, 0.779], [2.021, 0.210, -0.229], [2.015, -1.607, -0.348], [-0.391, -0.378, -0.576], [0.233, 0.009, -1.399], [0.544, 1.070, -1.218], [-1.937, -0.827, -0.349], [1.344, -1.058, 0.629], [-1.595, 0.229, 0.142], [-0.553, 1.518, 1.700], [0.879, 0.049, 2.206], [1.646, -1.347, 1.098], [1.138, -1.793, -1.208], [-0.617, -0.030, -1.910], [0.191, -0.690, -1.080], [-0.569, -1.388, -0.301], [0.178, -0.216, 1.144], [-0.746, -0.018, 0.811], [0.184, 0.024, -0.370], [0.070, -0.407, -0.287], [-0.387, 0.160, 0.769], [0.110, 0.258, -0.124], [-0.034, 0.227, 0.236], [0.019, -0.100, -0.053], [-0.118, -0.188, -0.016], [0.045, -0.212, 0.058], [0.047, 0.127, -0.077], [-0.048, 0.057, -0.240], [0.168, 0.053, -0.072], [-0.060, -0.001, 0.259]]}

---

no.,frontier orbital gap (eV)
1,8.40
2,5.14